Record 1
The following is a DFT calculation (ωB97M-V with the def2-TZVPD basis set) of the molecule C10H18N2O3 in a non-equilibrium geometry.

Each line ends with the Löwdin charge.
Atoms and positions in Å:
O1 -1.313 -2.638 -0.498  0.151
O2 1.427 -1.691 2.272  0.085
O3 -2.946 -1.277 -1.308  0.063
N1 2.215 0.424 0.697  0.021
N2 -0.665 -1.097 1.626  0.129
C1 1.936 -1.514 -0.690  -0.062
C2 -1.951 -1.629 -0.373  -0.416
C3 2.592 -0.418 -1.481  -0.233
C4 2.782 0.775 -0.606  -0.234
C5 -1.748 -0.570 0.721  -0.166
C6 -1.181 1.346 -1.025  -0.087
C7 1.175 -0.475 0.304  -0.293
C8 0.697 -1.086 1.518  -0.484
C9 -1.595 1.965 1.410  -0.029
C10 -1.792 0.905 0.268  -0.387
H1 -0.911 -1.738 2.390  0.160
H2 2.627 -2.136 -0.236  0.087
H3 -2.673 -0.538 1.364  0.171
H4 2.404 1.765 -1.149  0.140
H5 1.877 -0.112 -2.326  0.127
H6 -1.386 0.641 -1.824  0.083
H7 -1.299 2.910 1.042  0.055
H8 -2.663 2.204 1.579  0.079
H9 3.819 1.119 -0.625  0.102
H10 -2.834 1.012 -0.088  0.119
H11 3.430 -0.807 -2.052  0.104
H12 -3.691 -0.862 -0.840  0.110
H13 -0.087 1.652 -0.847  0.098
H14 -1.591 2.298 -1.395  0.092
H15 1.170 -2.106 -1.374  0.147
H16 2.826 -0.138 1.245  0.103
H17 0.460 0.151 -0.079  0.065
H18 -1.111 1.665 2.383  0.102

## Properties
* SMILES: CC(C)[C@H](NC(=O)[C@@H]1CCCN1)C(=O)O
* energy above the lowest of the compared OMol25 structures with the same formula, charge and spin: 75.8 kcal per mole
* highest occupied orbital energy: -0.3353 hartree



Record 2
The following is a DFT calculation (ωB97M-V with the def2-TZVPD basis set) of the molecule C10H18N2O5 in a non-equilibrium geometry.

Each line ends with the Löwdin charge.
Atoms and positions in Å:
O1 1.261 -2.586 1.194  0.118
O2 5.012 0.435 -3.043  0.098
O3 3.459 1.416 -4.293  0.095
O4 0.038 1.682 -0.685  0.060
O5 0.430 -1.661 3.057  0.120
N1 0.659 -0.469 -0.290  0.126
N2 0.977 1.664 -3.253  0.045
C1 0.633 -1.701 1.727  -0.465
C2 -1.526 -0.749 0.816  -0.115
C3 -2.173 0.517 2.933  -0.067
C4 -0.006 -0.551 0.998  -0.212
C5 2.938 0.955 -1.971  -0.048
C6 3.906 0.903 -3.148  -0.547
C7 -3.852 -0.900 1.694  -0.092
C8 0.635 0.665 -1.029  -0.437
C9 1.470 0.654 -2.308  -0.295
C10 -2.385 -0.747 2.090  -0.443
H1 -1.856 0.094 0.168  0.130
H2 0.152 1.315 -3.745  0.107
H3 2.998 1.979 -1.527  0.153
H4 -2.333 1.399 2.290  0.095
H5 1.176 -1.251 -0.632  0.136
H6 -2.093 -1.644 2.703  0.139
H7 2.507 1.685 -4.146  0.072
H8 -1.162 0.572 3.344  0.069
H9 0.182 0.347 1.555  0.148
H10 1.430 -0.311 -2.796  0.153
H11 0.855 -2.459 3.428  0.145
H12 -2.892 0.522 3.753  0.078
H13 -4.493 -0.977 2.612  0.090
H14 -4.002 -1.798 1.067  0.079
H15 -4.216 -0.045 1.092  0.086
H16 -1.696 -1.669 0.234  0.133
H17 0.668 2.476 -2.678  0.112
H18 3.299 0.238 -1.211  0.133

## Properties
* SMILES: CC(C)C[C@H](NC(=O)[C@@H](N)CC(=O)O)C(=O)O
* energy above the lowest of the compared OMol25 structures with the same formula, charge and spin: 0.0 kcal per mole
* highest occupied orbital energy: -0.3662 hartree



Record 3
The following is a DFT calculation (ωB97M-V with the def2-TZVPD basis set) of a cluster of 2 separate species, C10H18N3 in total in a non-equilibrium geometry.

Each line ends with the Löwdin charge.
Atoms and positions in Å:
N1 1.597 1.171 -2.696  0.227
N2 2.083 -0.601 -1.287  0.106
N3 3.768 0.694 -2.151  0.203
C1 -1.636 1.515 0.912  -0.066
C2 -2.460 0.473 1.316  -0.278
C3 -0.677 -0.226 2.790  -0.097
C4 -3.911 0.329 0.950  -0.043
C5 0.560 -2.222 -0.275  -0.073
C6 -1.910 -0.452 2.210  -0.062
C7 -0.370 1.722 1.453  -0.101
C8 0.140 0.831 2.380  -0.103
C9 0.717 -1.201 -1.355  -0.184
C10 2.463 0.369 -2.093  -0.447
H1 -2.419 -1.367 2.490  0.118
H2 1.895 1.635 -3.536  0.138
H3 1.031 -3.199 -0.390  0.087
H4 0.627 0.911 -2.619  0.118
H5 0.863 -1.866 0.713  0.077
H6 0.251 2.518 1.061  0.099
H7 -0.483 -2.481 -0.101  0.087
H8 -3.990 -0.536 0.301  0.080
H9 0.050 -0.409 -1.189  0.088
H10 -1.969 2.120 0.084  0.105
H11 4.016 1.553 -2.610  0.128
H12 1.052 1.034 2.916  0.098
H13 4.467 -0.005 -1.980  0.129
H14 0.616 -1.623 -2.355  0.134
H15 -0.272 -0.959 3.480  0.106
H16 -4.494 0.169 1.856  0.088
H17 2.786 -1.051 -0.723  0.162
H18 -4.388 1.154 0.446  0.075

## Properties
* total charge: +1
* energy above the lowest of the compared OMol25 structures with the same formula, charge and spin: 13.1 kcal per mole
* highest occupied orbital energy: -0.4250 hartree



Record 4
The following is a DFT calculation (ωB97M-V with the def2-TZVPD basis set) of a structure of composition C10H18N3S in a non-equilibrium geometry.

Each line ends with the Löwdin charge.
Atoms and positions in Å:
S1 3.410 1.606 -0.009  1.004
N1 5.965 0.520 0.217  0.141
N2 -1.649 -0.077 -0.252  0.071
N3 3.893 -0.946 0.271  0.096
C1 2.132 0.501 -0.269  -0.505
C2 -4.492 -0.092 0.395  -0.082
C3 -2.281 0.936 0.241  -0.306
C4 0.597 1.020 -0.169  -0.091
C5 -0.228 -0.212 0.019  -0.258
C6 0.348 -1.599 -0.507  -0.099
C7 2.608 -0.664 0.079  -0.327
C8 -3.710 1.140 -0.071  -0.251
C9 1.692 -2.112 -0.022  0.030
C10 4.577 0.077 0.180  -0.461
H1 -4.190 1.984 0.529  0.147
H2 -3.815 1.470 -1.169  0.150
H3 0.304 -1.343 -1.682  0.178
H4 -2.207 1.090 1.436  0.206
H5 -1.694 0.069 -1.148  0.142
H6 2.197 -2.733 -0.475  0.034
H7 -2.161 -0.828 -0.270  0.116
H8 -1.883 2.018 0.281  0.179
H9 0.468 1.215 -1.205  0.110
H10 -4.077 -0.861 -0.311  0.073
H11 -0.154 -0.505 1.203  0.220
H12 0.513 1.937 0.320  0.096
H13 6.396 -0.411 0.233  0.120
H14 6.255 1.347 0.196  -0.022
H15 1.560 -2.088 0.886  0.020
H16 -4.280 -0.341 1.362  0.046
H17 -0.463 -2.157 -0.278  0.068
H18 -5.631 0.039 -0.011  0.155

## Properties
* total charge: +1
* energy above the lowest of the compared OMol25 structures with the same formula, charge and spin: 200.2 kcal per mole
* highest occupied orbital energy: -0.4069 hartree



Record 5
The following is a DFT calculation (ωB97M-V with the def2-TZVPD basis set) of a structure of composition C10H18N4O2 in a non-equilibrium geometry.

Each line ends with the Löwdin charge.
Atoms and positions in Å:
O1 0.613 -2.427 -2.357  0.185
O2 1.774 1.875 -1.639  -0.182
N1 1.055 -0.431 -1.700  0.204
N2 -0.978 -2.708 0.006  0.043
N3 -0.984 -0.376 1.651  0.178
N4 0.514 0.735 0.021  0.004
C1 -0.304 -1.553 -0.375  -0.159
C2 1.216 -4.119 0.666  -0.097
C3 -2.325 4.785 1.307  -0.124
C4 -1.101 2.845 0.713  -0.186
C5 -1.102 4.137 1.493  -0.292
C6 0.439 -1.596 -1.605  -0.542
C7 0.302 2.050 0.622  -0.092
C8 -0.084 -3.408 1.034  -0.281
C9 -0.058 -0.414 0.416  -0.063
C10 1.036 0.687 -1.110  -0.414
H1 -0.340 4.617 1.277  0.038
H2 -2.362 5.643 1.740  0.011
H3 0.061 -2.984 2.139  0.129
H4 0.359 1.749 2.020  0.189
H5 -0.909 3.775 2.550  0.146
H6 -0.923 -4.318 1.535  0.166
H7 -0.948 2.920 -0.405  0.133
H8 0.901 -4.756 -0.292  0.134
H9 1.644 -0.284 -2.625  0.249
H10 -2.491 5.040 0.252  0.095
H11 -3.310 4.071 1.405  0.155
H12 -0.874 -3.328 -0.694  0.047
H13 -1.846 2.121 0.843  0.080
H14 1.904 -3.355 0.526  0.045
H15 1.255 2.676 0.364  0.149
H16 1.397 -4.662 1.515  0.035
H17 -1.163 0.218 2.284  -0.031
H18 -1.597 -1.114 1.757  0.047

## Properties
* highest occupied orbital energy: -0.3053 hartree



Record 6
The following is a DFT calculation (ωB97M-V with the def2-TZVPD basis set) of a cluster of 2 separate species, C10H18NO3 in total in a non-equilibrium geometry.

Each line ends with the Löwdin charge.
Atoms and positions in Å:
O1 -0.608 0.358 -1.515  0.019
O2 -0.243 1.059 3.670  0.190
O3 -0.323 -1.934 1.832  0.273
N1 -0.774 -1.983 -2.071  -0.383
C1 -0.808 -1.496 -3.440  -0.086
C2 2.436 2.529 1.959  -0.037
C3 -0.542 -0.675 -0.915  -0.107
C4 -0.075 -0.865 1.536  -0.158
C5 0.420 0.369 1.385  -0.001
C6 -2.089 -2.550 -1.792  -0.109
C7 0.343 1.277 2.513  -0.198
C8 0.172 3.657 1.476  -0.008
C9 0.233 -3.157 -1.832  -0.008
C10 0.940 2.631 2.460  -0.296
H1 -2.371 -3.375 -2.522  0.124
H2 -1.032 -2.367 -4.065  0.096
H3 0.858 3.017 3.412  0.112
H4 -0.092 -3.763 -0.919  0.108
H5 -2.270 -2.984 -0.822  0.083
H6 -0.207 3.223 0.476  0.116
H7 0.381 -3.798 -2.762  0.114
H8 0.857 4.475 1.411  0.064
H9 -2.955 -1.862 -1.901  0.112
H10 -0.528 0.148 3.794  0.143
H11 0.954 0.736 0.546  0.109
H12 2.393 2.442 0.848  0.080
H13 -0.743 4.042 1.978  0.090
H14 2.809 3.568 1.834  0.097
H15 3.027 1.633 2.287  0.108
H16 -1.589 -0.733 -3.745  0.119
H17 0.189 -0.904 -3.574  0.136
H18 1.237 -2.720 -1.539  0.098

## Properties
* total charge: +1
* energy above the lowest of the compared OMol25 structures with the same formula, charge and spin: 109.1 kcal per mole
* highest occupied orbital energy: -0.4389 hartree